Entry 1:
15 unconnected molecules or ions with the total composition C33H72BBr28ClFNO2P2 at a distorted geometry. Source: OMol25; level of theory: ωB97M-V/def2-TZVPD.

XYZ file:
```
141
Properties=species:S:1:pos:R:3
C 1.89385 -0.45325 -0.80868
C 0.50652 0.08735 -0.12741
P -0.58934 1.11409 -1.27174
C 0.33228 1.90457 -2.71745
C 0.49300 1.00085 -4.04621
P -2.47861 0.18211 -1.79400
N -3.12577 0.67822 -0.22549
F -2.64853 1.32252 -3.11513
Cl -4.44167 -0.59731 -2.25072
B -1.73124 -1.52067 -2.22683
O -1.85917 -1.96739 -3.63421
O -1.08645 -2.45425 -1.32136
C 0.06346 -3.09873 -2.00764
H 2.20273 -1.42549 -0.23972
H 1.75207 -0.63383 -1.93690
H 2.76416 0.31322 -0.64201
H 0.85112 0.80089 0.73386
H -0.04877 -0.77984 0.42418
H 1.39123 2.21681 -2.37179
H -0.22626 2.89590 -2.97614
H 1.00035 1.68519 -4.84983
H 1.20102 0.09257 -3.93100
H -0.51227 0.67665 -4.51690
H -4.07921 1.06910 -0.43636
H -2.58350 1.49020 0.17242
H -1.62839 -1.21417 -4.23278
H 0.54094 -2.35098 -2.75626
H -0.28611 -4.06779 -2.53486
H 0.89383 -3.30707 -1.21446
Br -6.55646 2.47250 1.11750
C -5.41333 2.50235 2.69721
C -4.40724 3.62538 2.62362
Br -2.95007 3.18814 1.40441
H -4.95517 1.51541 2.77751
H -6.09511 2.65177 3.53849
H -3.93050 3.77800 3.59481
H -4.83608 4.56921 2.28170
Br 0.27460 -8.17223 -1.57750
C 0.25120 -7.27688 -3.30965
C 1.64452 -6.89268 -3.74649
Br 2.27814 -5.31834 -2.78705
H -0.42468 -6.42538 -3.21911
H -0.18073 -8.00590 -3.99992
H 1.65050 -6.60486 -4.80061
H 2.38091 -7.68199 -3.58528
Br -0.86732 -7.93930 -8.61917
C -0.39307 -9.20060 -7.20980
C -1.61730 -9.88743 -6.65380
Br -2.60669 -8.70765 -5.45812
H 0.16856 -8.64245 -6.45934
H 0.27011 -9.92548 -7.68882
H -1.33038 -10.74280 -6.03770
H -2.31562 -10.21810 -7.42469
Br 3.65220 1.29156 2.21988
C 5.07320 -0.04296 2.17719
C 6.10763 0.29049 1.12949
Br 5.46369 -0.13647 -0.66036
H 4.59596 -1.01111 2.02188
H 5.51601 -0.01724 3.17622
H 7.00160 -0.32269 1.26474
H 6.39252 1.34417 1.12217
Br 0.85338 -3.65079 -8.17994
C -0.44104 -3.38516 -9.61404
C -0.06379 -4.17271 -10.84568
Br 1.39372 -3.31442 -11.81542
H -0.50548 -2.31052 -9.78997
H -1.39151 -3.74030 -9.20750
H -0.89670 -4.20299 -11.55186
H 0.25722 -5.19224 -10.62488
Br -5.93181 7.08546 1.51882
C -4.84927 7.76111 2.99374
C -3.70446 8.60698 2.49089
Br -2.27365 7.49937 1.76577
H -4.52538 6.89602 3.57373
H -5.53517 8.36171 3.59688
H -3.24659 9.16147 3.31342
H -3.99619 9.30593 1.70505
Br -1.75469 5.21602 5.01947
C -1.98313 6.05771 6.76381
C -3.36085 5.79502 7.32236
Br -4.70047 6.91319 6.45355
H -1.76163 7.11841 6.63749
H -1.21837 5.60439 7.39976
H -3.40522 6.06704 8.37948
H -3.68494 4.75952 7.20415
Br 1.06847 4.58531 0.57208
C 2.10471 5.29961 2.06197
C 3.22806 6.18523 1.57675
Br 4.70794 5.12823 0.87451
H 2.44951 4.44608 2.64757
H 1.38910 5.87616 2.65409
H 3.65314 6.75459 2.40668
H 2.92540 6.87429 0.78629
Br 6.71643 7.83313 -0.89290
C 8.47345 7.53736 -0.10082
C 9.16566 6.35190 -0.72957
Br 8.43239 4.67091 -0.06799
H 8.32439 7.43126 0.97463
H 9.03147 8.45646 -0.29724
H 10.22152 6.33141 -0.44983
H 9.08157 6.32985 -1.81747
Br -8.99849 6.30220 5.39733
C -9.66601 6.14868 7.22304
C -8.53265 6.01611 8.21184
Br -7.78124 4.21720 8.18924
H -10.35619 5.30410 7.24013
H -10.22376 7.07198 7.39943
H -8.89493 6.16027 9.23238
H -7.70982 6.70766 8.02150
Br -4.26473 -10.46271 -11.97822
C -2.46919 -10.09974 -12.64674
C -1.76218 -9.07725 -11.78995
Br -2.41264 -7.27624 -12.15720
H -2.57280 -9.79430 -13.68885
H -1.95081 -11.06105 -12.60396
H -0.69609 -9.04884 -12.02725
H -1.88739 -9.24920 -10.72036
Br -0.41424 -0.24482 3.22278
C 0.19694 -1.69139 4.37806
C 1.70381 -1.75173 4.42214
Br 2.42500 -2.55547 2.79852
H -0.26274 -2.61045 4.01162
H -0.20820 -1.45615 5.36580
H 2.04004 -2.40042 5.23453
H 2.17206 -0.77177 4.52809
Br 7.44335 -2.54820 3.19105
C 7.04150 -4.15778 4.21565
C 5.64015 -4.11333 4.77633
Br 5.53353 -2.93317 6.32471
H 7.81271 -4.24854 4.98181
H 7.14395 -4.98066 3.50362
H 5.34405 -5.09732 5.14722
H 4.89799 -3.76207 4.05695
Br 2.19950 0.75378 7.03785
C 1.32933 0.68797 8.78158
C -0.02430 0.02526 8.69323
Br -1.35098 1.22720 7.92085
H 1.28639 1.71201 9.15497
H 2.00302 0.10327 9.41323
H -0.40126 -0.21225 9.69070
H -0.02263 -0.88070 8.08460
```

Properties
- E (a.u.) = -74845.86952
- lowest unoccupied orbital energy (eV) = 0.1
- Kohn-Sham gap (eV) = 6.952

Atom charges from the Mulliken analysis, given in e for atoms 1 to 6: atom 1 (C): -0.44, atom 2 (C): 0.06, atom 3 (P): -0.37, atom 4 (C): -0.48, atom 5 (C): -0.68, atom 6 (P): 0.80


Entry 2:
A single C4H9N3O molecule at a distorted geometry. Source: OMol25; level of theory: ωB97M-V/def2-TZVPD.

XYZ file:
```
17
Properties=species:S:1:pos:R:3
H 3.43416 -1.02097 0.66499
N 2.59743 -0.91541 0.06082
N 1.91049 -0.09506 0.74034
N 0.81796 0.36839 0.15500
C -0.18823 1.10853 0.88518
C -1.34407 0.11434 0.87841
C -1.23746 -0.70848 -0.39633
C 0.15387 -0.40631 -0.96266
O 0.19928 0.26737 -2.20957
H -0.31146 2.12827 0.35346
H 0.21833 1.33090 1.81505
H -2.31884 0.66807 0.94623
H -1.18255 -0.63284 1.56425
H -1.18686 -1.66661 -0.11398
H -2.00051 -0.38648 -1.17197
H 0.92188 -1.15467 -1.07622
H -0.48341 1.00095 -2.13300
```

Properties
- E (a.u.) = -397.22120
- energy relative to the best compared isomer or geometry (same formula, charge and spin) (kJ/mol) = 339.86
- structure (SMILES) = [H]/N=N/N1CCC[C@H]1O
- lowest unoccupied orbital energy (eV) = 0.8
- Kohn-Sham gap (eV) = 9.913

Atom charges from the Mulliken analysis, given in e for atoms 1 to 6: atom 1 (H): 0.28, atom 2 (N): -0.71, atom 3 (N): -0.36, atom 4 (N): 0.65, atom 5 (C): -0.66, atom 6 (C): -0.50


Entry 3:
4 unconnected molecules or ions with the total composition C15H33N4O8P at a distorted geometry. Source: OMol25; level of theory: ωB97M-V/def2-TZVPD.

XYZ file:
```
61
Properties=species:S:1:pos:R:3
N 3.98123 0.72910 0.90333
P 3.04214 0.02272 -0.20899
O 2.38731 -1.48002 0.30182
C 2.39065 -2.46938 -0.72290
O 2.63251 -3.65322 -0.35713
O 2.11114 -2.24118 -2.09447
C 0.71561 -1.89864 -2.33052
C -0.34022 -2.61864 -1.36213
C -0.79735 -1.68812 -0.09568
C -2.29086 -1.11517 -0.25819
O -2.51580 -0.42410 -1.51899
C -1.68921 0.72217 -1.63541
O -1.48373 1.54993 -0.70118
H 3.54540 1.62189 1.19514
H 3.87770 -0.11567 -1.38242
H 1.94319 0.93304 -0.41819
H 0.49772 -0.77083 -2.33798
H 0.47533 -2.26460 -3.40182
H -1.30962 -2.74910 -1.98492
H -0.04584 -3.68008 -1.04046
H -0.04493 -0.80706 -0.08592
H -0.70100 -2.28272 0.89178
H -2.48123 -0.38888 0.61635
H -3.03638 -1.99158 -0.16517
H -1.17386 0.89525 -2.64259
C -7.80446 -0.85363 -2.93494
N -6.54138 -1.11259 -2.27470
C -5.41383 -1.56302 -3.06765
C -6.37979 -0.94587 -0.93097
O -5.34809 -1.14535 -0.31660
H -8.14785 -1.77145 -3.41910
H -7.65939 -0.07500 -3.68828
H -8.55900 -0.52284 -2.21959
H -5.07992 -2.53513 -2.69587
H -4.59423 -0.84815 -2.96361
H -5.69470 -1.64898 -4.11818
H -7.29640 -0.60179 -0.42508
C -0.11498 5.89681 1.97538
N 0.05731 5.30501 0.66482
C -1.11684 4.88231 -0.07509
C 1.28885 5.13287 0.10494
O 1.50244 4.64316 -0.98921
H -0.61659 5.17731 2.62769
H -0.72940 6.79611 1.88203
H 0.84791 6.16545 2.41286
H -1.04169 3.81237 -0.28276
H -1.15437 5.42252 -1.02456
H -2.02364 5.08249 0.49725
H 2.10973 5.48720 0.74979
C 4.55358 -1.73989 2.92676
N 5.82059 -1.97574 3.59204
C 6.95091 -2.42996 2.80716
C 5.98178 -1.78357 4.93175
O 7.01596 -1.96272 5.54964
H 4.21975 -2.67106 2.45975
H 4.69192 -0.97569 2.16093
H 3.79547 -1.40296 3.63583
H 7.29386 -3.39208 3.19609
H 7.76429 -1.70566 2.89760
H 6.67015 -2.53720 1.75862
H 5.06210 -1.43840 5.43188
```

Properties
- E (a.u.) = -1753.52577
- structure (SMILES) = N=[PH2]OC(=O)OCCCCOC=O.CN(C)C=O.CN(C)C=O.CN(C)C=O
- lowest unoccupied orbital energy (eV) = 0.3
- Kohn-Sham gap (eV) = 8.872

Atom charges from the Mulliken analysis, given in e for atoms 1 to 6: atom 1 (N): -0.77, atom 2 (P): 0.50, atom 3 (O): -0.23, atom 4 (C): 0.59, atom 5 (O): -0.54, atom 6 (O): -0.30


Entry 4:
A molecular structure, C23H21F6N2O3P2V. Source: OMol25; level of theory: ωB97M-V/def2-TZVPD.

XYZ file:
```
58
Properties=species:S:1:pos:R:3
V 0.16692 0.18442 0.01113
C 2.20518 1.12713 3.88931
C 1.34301 0.95277 2.69377
N 1.66797 0.31878 1.61944
O 2.88258 -0.27523 1.63282
C -0.02346 1.51788 2.57422
C -0.65462 2.51596 3.47044
N -0.53130 1.02134 1.51778
O -1.42145 1.17490 0.57264
H 3.09554 0.51089 3.82005
H 1.65203 0.86787 4.79359
H 2.51013 2.17197 3.98360
H 2.96028 -0.69898 0.76347
H -0.52485 2.22804 4.51369
H -1.71429 2.61943 3.25135
H -0.17191 3.48650 3.33006
C 3.47945 -4.04692 2.24886
C 3.07444 -4.12313 0.92232
C 1.87796 -3.54221 0.53058
C 1.08899 -2.88418 1.47700
C 1.50649 -2.79423 2.80638
C 2.69836 -3.38470 3.18792
P -0.40412 -2.05861 0.93041
C -1.67366 -2.16253 2.20290
C -1.66466 -3.22143 3.11551
C -2.71750 -3.36323 4.00451
C -3.77744 -2.46634 3.98247
C -3.79725 -1.42623 3.06361
C -2.74948 -1.27257 2.16966
C -1.07826 -2.98138 -0.48366
C -1.37671 -4.32631 -0.55365
C -1.98915 -4.81013 -1.70772
C -2.30538 -3.97268 -2.78079
C -2.00687 -2.62647 -2.72668
C -1.38799 -2.15158 -1.56244
H 4.40829 -4.51031 2.55301
H 3.68560 -4.64198 0.19659
H 1.55952 -3.60125 -0.50286
H 0.89775 -2.27583 3.53759
H 3.02040 -3.33431 4.21926
H -0.84782 -3.93127 3.13041
H -2.71271 -4.17977 4.71366
H -4.59589 -2.58539 4.67960
H -4.63206 -0.73916 3.03671
H -2.78112 -0.47439 1.44018
H -1.14864 -4.99421 0.26698
H -2.23152 -5.86269 -1.77632
H -2.78268 -4.38240 -3.65998
H -2.23256 -1.95928 -3.54770
O -0.81731 0.26656 -1.82628
C -0.95678 -0.81824 -1.36788
F 1.54056 -0.67569 -0.88697
P 2.53755 1.18686 -1.97932
F 3.35451 1.17611 -0.65144
F 1.26911 1.76479 -1.02392
F 3.00352 2.51578 -2.55830
F 1.43890 0.81176 -3.01109
F 3.50010 0.13642 -2.58941
```

Properties
- net charge = +2
- E (a.u.) = -3449.76406
- energy relative to the best compared isomer or geometry (same formula, charge and spin) (kJ/mol) = 80.31
- lowest unoccupied orbital energy (eV) = -7.9
- Kohn-Sham gap (eV) = 7.269

Atom charges from the Mulliken analysis, given in e for atoms 1 to 6: atom 1 (V): -0.46, atom 2 (C): -1.74, atom 3 (C): 0.84, atom 4 (N): 0.68, atom 5 (O): -0.49, atom 6 (C): 0.02


Entry 5:
A single C2H2F2OS molecule at a distorted geometry. Source: OMol25; level of theory: ωB97M-V/def2-TZVPD.

XYZ file:
```
8
Properties=species:S:1:pos:R:3
C -0.40166 -0.34192 -0.12369
C 0.98417 0.23202 -0.07976
O -2.81183 -0.13902 0.39907
F 1.79635 -0.29923 -0.97933
F 1.42950 0.04615 1.18321
S -1.57393 0.52303 0.59370
H -0.56786 -1.26102 -0.77035
H 1.14527 1.23998 -0.22285
```

Properties
- E (a.u.) = -750.49973
- energy relative to the best compared isomer or geometry (same formula, charge and spin) (kJ/mol) = 146.95
- lowest unoccupied orbital energy (eV) = -0.7
- Kohn-Sham gap (eV) = 9.486

Atom charges from the Mulliken analysis, given in e for atoms 1 to 6: atom 1 (C): -0.25, atom 2 (C): 0.35, atom 3 (O): -0.46, atom 4 (F): -0.26, atom 5 (F): -0.24, atom 6 (S): 0.33


Entry 6:
A molecular structure, C4H4O12Zn at a distorted geometry. Source: OMol25; level of theory: ωB97M-V/def2-TZVPD.

XYZ file:
```
21
Properties=species:S:1:pos:R:3
Zn 0.42593 -0.56865 -0.56694
O -2.38415 -2.11497 2.17227
C -1.98608 -1.09377 1.45498
O -2.48505 -0.00929 1.82457
O -1.16172 -1.21037 0.57396
H -2.73988 -1.57967 2.88537
O -1.21686 3.11473 -2.01150
C -0.94841 2.34667 -0.95693
O -1.26855 2.69825 0.21792
O -0.35471 1.22707 -1.13046
H -1.62676 3.81871 -1.50356
O 1.40325 -2.53827 -3.72404
C 0.98177 -1.84561 -2.72913
O 1.75673 -1.28603 -1.99146
O -0.19181 -1.58662 -2.42624
H 2.35045 -2.40230 -3.64706
O 2.79241 0.45409 2.69817
C 1.74281 0.52742 1.98680
O 0.78878 0.98098 2.57712
O 1.62115 0.01146 0.90948
H 2.50072 1.05616 3.38667
```

Properties
- net charge = -2
- E (a.u.) = -2837.20922
- energy relative to the best compared isomer or geometry (same formula, charge and spin) (kJ/mol) = 341.50
- lowest unoccupied orbital energy (eV) = 4.9
- Kohn-Sham gap (eV) = 6.522

Atom charges from the Mulliken analysis, given in e for atoms 1 to 6: atom 1 (Zn): 1.48, atom 2 (O): -0.51, atom 3 (C): 0.67, atom 4 (O): -0.76, atom 5 (O): -0.80, atom 6 (H): 0.30